(1)
ORCA calculation (the ωB97M-V functional and the def2-TZVPD basis) on a structure of composition C32H42ClF31N2NbO7P2.

Output
Frontier orbital gap, eV: 6.486
LUMO energy, eV: 1.5
HOMO, eV: -5.00

ORCA input file:
```
! RIJCOSX wB97M-V def2-TZVPD def2/J DEFGRID3
* xyz -1 1
O 0.8406 -6.6900 -0.7986
C -0.6531 -5.4577 1.1404
F -4.1401 4.4722 -3.1915
F -4.6453 -4.5220 1.7154
C -3.2291 -4.2683 -0.9260
C 4.7184 6.3090 -6.6572
Nb -1.7990 -3.5653 0.6074
H -2.6804 -0.8962 0.9903
H 3.8546 0.5143 8.3903
O -0.5838 -0.8150 2.6582
C 7.6911 6.7879 -5.1973
N 0.4805 1.8578 1.0278
H -0.5342 -3.2782 -0.6824
C -0.1729 2.3121 2.1362
H -1.5937 -0.5975 -1.7330
F 3.5950 4.2588 -6.6622
F -2.1809 3.8313 -3.9596
H -1.4995 -0.5945 2.4547
C -3.0276 -5.7230 -1.3700
H -1.9165 -8.2601 1.8816
F 1.4918 0.6440 6.1086
F -3.1761 -1.8428 3.4561
H 2.1376 -4.4871 -0.5425
H -3.5637 -6.5957 0.5302
C -3.7807 -6.7508 -0.5275
H -4.8532 -6.5920 -0.6592
F 0.0485 -3.5742 7.0318
F -6.4393 -1.9796 2.8040
H 5.1346 8.3390 -6.4094
C -2.2898 5.2890 -2.1119
F 0.9592 -2.2899 8.5657
P -0.2594 -2.3837 2.3596
H -0.2115 2.6962 -0.7549
O 6.8659 7.4411 -6.0541
C -3.0138 5.9728 -4.5349
F -0.9022 7.5436 -4.2683
H -1.8919 1.0667 0.7177
C 0.3807 5.9368 -5.4590
C 0.4585 -2.3018 7.3093
C -2.3628 -1.4288 0.0897
H -3.1221 -8.2077 -1.9788
H -2.9007 6.0705 -1.6523
F -2.9975 -4.7253 3.1591
H -1.2060 2.6079 2.1257
C 4.2787 5.0893 -5.8408
H -1.3375 -8.1574 -0.2821
H -2.5175 -9.7475 1.6751
H 2.4480 1.1404 0.6164
O 1.7860 -4.5666 0.3495
C -1.3690 -0.5091 -0.6701
F -2.2823 4.2060 -1.3110
C 8.5632 5.7611 -5.9345
F 3.5471 6.8680 -7.0823
C 2.8751 0.8156 8.0156
O -2.0071 6.0336 -5.5207
F 7.0397 6.2230 -4.1700
F 1.9183 0.4537 8.8931
C 1.9339 1.7520 2.7065
N -2.5620 -8.8025 1.3283
H -1.3033 -1.5555 6.2835
H 0.6166 1.1515 -0.8933
C -5.2191 -1.8479 2.2433
H 9.1830 6.2683 -6.6757
C 1.5467 -1.9820 6.2832
C -4.1414 -2.7032 3.0233
O 1.7149 -6.7056 1.6036
F 5.4122 5.9124 -7.7424
H 0.4447 5.4432 -6.4300
C -2.2371 -8.7528 -0.1072
H 2.0204 -6.1072 2.2911
C -0.8261 -1.4708 7.2628
H -2.9750 -3.6047 -1.7641
P 0.8980 -5.9065 0.4511
H -0.3464 -0.8443 -0.5029
C -3.5113 -3.8527 2.2041
F 3.6591 0.5384 5.8671
C 0.7122 2.2308 3.1983
H -0.5040 -5.3299 2.2214
F -4.7623 -3.1866 4.1301
O 2.6258 -1.1873 6.7368
F -0.8278 7.6359 -6.4399
F 5.3548 4.4354 -5.3603
Cl -0.4108 -3.2138 4.2963
H 1.9994 -2.9447 6.0569
H 5.1498 7.4786 -4.8758
H 1.1176 -1.6044 5.3549
F 0.3912 5.0179 -4.4775
H -1.3221 -6.3084 0.9997
C -0.8920 6.7913 -5.3814
C -2.8662 4.8803 -3.4708
H -4.2832 -4.0764 -0.7053
C 2.6147 0.1639 6.6516
H -3.9115 5.6957 -5.0837
H 0.4858 2.4576 4.2270
F 8.5556 7.6978 -4.6840
H -3.2523 -1.5632 -0.5289
F 2.8385 2.1598 7.8668
F -5.3151 -2.1883 0.9480
H -2.0157 -9.7588 -0.4706
C -1.4498 0.9788 -0.2729
H 3.6268 5.3918 -5.0183
F 9.3502 5.1410 -5.0286
F 7.7877 4.8427 -6.5388
C 1.7619 1.5321 1.3461
H -3.1932 6.9445 -4.0744
H -1.9667 -5.9877 -1.4213
F -0.5572 -0.1752 7.5378
H -2.1205 1.5127 -0.9507
C 5.4631 7.4250 -5.9186
C -0.1004 1.7122 -0.2960
F -4.8836 -0.5287 2.2792
H 2.8210 1.5399 3.2802
C -3.3985 -8.1813 -0.9205
H -3.3997 -5.8042 -2.3993
H -4.2596 -8.8406 -0.7783
F -1.6702 -1.9381 8.2140
F 1.4489 6.7549 -5.2924
F -1.0231 5.7333 -2.2563
*
```

Atom charges from the Mulliken analysis, given in e for atoms 1 to 2:
1. O -0.75
2. C 0.24

***

(2)
ORCA calculation (the ωB97M-V functional and the def2-TZVPD basis) on a structure of composition C32H42GeN4O2S2V.

Output
Frontier orbital gap (alpha / beta), eV: 5.401 / 5.737
LUMO energy (alpha / beta), eV: -10.5 / -10.2
<S²>: 2.033
ΔE to the lowest compared entry with this formula, charge and spin, kcal per mole: 9.32
HOMO (alpha / beta), eV: -15.94 / -15.94

ORCA input file:
```
! RIJCOSX wB97M-V def2-TZVPD def2/J DEFGRID3
* xyz 3 3
C 4.4608 0.8364 -5.0356
H 3.1002 3.7967 -3.8575
C -5.0406 2.2471 0.1132
C 2.0047 2.2213 3.4392
O 0.8606 0.9587 1.2175
C 3.7853 2.1935 -5.1337
V 0.2772 0.0742 -0.3914
O 2.2114 -0.0621 -0.4554
H 4.0047 2.2968 6.1641
H -3.2982 3.1008 1.0478
H 7.4703 -2.9607 -4.5752
H 6.0787 -2.5112 -2.5506
H 4.6750 0.3929 -6.0093
H -5.5982 -5.2280 -0.0802
C -3.5818 0.7120 2.2409
H -3.0030 2.5142 -0.5997
H -4.4601 1.3318 2.4060
Ge 3.6075 0.1944 -2.6048
H -4.2679 -1.0528 3.2672
C 5.2572 -0.0300 -1.6147
H 5.5066 -1.5845 -3.9233
C 4.2271 0.9250 4.5337
C -4.7397 -3.9115 3.4484
C -5.5675 1.3518 -0.8164
N 2.1405 0.7762 1.4954
H 2.7972 -1.0351 -3.0149
H 5.4034 0.8874 -1.0401
H -6.5611 -4.8519 4.0741
C 3.5915 2.8281 -3.7636
C 6.3480 -1.6905 -3.2225
C -5.3610 -4.8481 0.9040
C 3.6168 1.9772 5.2066
S -0.4908 -1.8975 0.5739
N 2.8954 0.2798 0.6327
H 5.0797 0.4225 4.9682
C -3.8856 -3.6562 2.3822
N -3.0555 1.0457 0.8986
H 8.4489 -2.2020 -3.3245
S -1.7942 0.3865 -1.3751
C -5.9039 -4.6394 3.2422
C -1.9460 -1.0934 1.0145
H -1.7466 -3.3571 2.1901
H -5.4828 3.7717 1.5648
H -4.7672 -0.9786 1.5774
C -2.6266 -2.8624 2.5938
C -3.9565 -0.7462 2.2710
H 1.7586 1.7770 -3.2676
H -3.5171 -3.9571 0.2787
C -7.7853 2.0872 -0.2556
C -3.5517 2.3287 0.3194
C -2.3067 0.1894 0.2797
H 2.6576 2.3815 -1.8537
H -4.9114 0.7334 -1.4211
H 1.1578 2.7218 2.9930
H 6.8298 0.4113 -3.0495
C -4.1962 -4.1284 1.1082
H 3.7936 0.0428 -4.6110
H 4.4035 2.8480 -5.7490
H 5.0195 -0.8306 -0.9071
C 7.6073 -2.0469 -4.0002
C -7.2630 2.9830 0.6650
C -6.2148 -5.1020 1.9724
H -2.8198 0.9596 2.9839
H -7.9217 3.6269 1.2312
H -7.3483 0.5861 -1.7268
C 2.7563 1.9233 -2.8420
H -8.8546 2.0306 -0.4060
H 7.8807 -1.2511 -4.6947
H -2.4570 -2.6516 3.6507
C 2.5112 2.6214 4.6634
C 2.6395 1.1734 2.7885
C -6.9382 1.2707 -0.9971
H 2.8269 2.0971 -5.6487
H 4.5657 3.0160 -3.3021
H 4.1953 -0.3187 2.7791
C -5.8895 3.0608 0.8544
H -7.1188 -5.6741 1.8139
H 7.3197 -0.5442 -1.6848
C 6.5123 -0.4134 -2.4086
H 5.4062 0.8786 -4.4924
N -2.7628 -1.5381 1.9135
H -4.4881 -3.5664 4.4451
H 2.0487 3.4433 5.1914
C 3.7411 0.5075 3.3074
*
```

Atom charges from the Mulliken analysis, given in e for atoms 1 to 2:
1. C -0.57
2. H 0.41

***

(3)
ORCA calculation (the ωB97M-V functional and the def2-TZVPD basis) on a structure of composition C32H42N5O4P3V.

Output
Frontier orbital gap (alpha / beta), eV: 5.180 / 5.947
LUMO energy (alpha / beta), eV: -13.8 / -13.0
<S²>: 0.785
ΔE to the lowest compared entry with this formula, charge and spin, kcal per mole: 9.42
HOMO (alpha / beta), eV: -18.98 / -18.98

ORCA input file:
```
! RIJCOSX wB97M-V def2-TZVPD def2/J DEFGRID3
* xyz 4 2
H 2.6403 -1.7803 -4.1841
H 0.3666 3.1529 3.1871
H -1.3412 -0.5134 3.8667
H 2.2920 1.4419 5.1399
H -0.6649 0.3080 8.0072
C 1.3403 0.9769 5.3706
C 2.0204 -3.1309 0.6093
H 2.3829 -6.1501 2.1007
H -4.7753 0.6192 0.9121
H 2.2746 -1.6702 -2.4743
H 3.8480 1.1253 1.6178
C 3.3043 2.0331 1.8525
C -0.3272 0.3472 6.9800
H -1.4279 -2.1004 -0.6859
H 3.7511 5.3851 1.8362
N -1.2701 2.3110 0.0894
C 0.2626 2.5119 -3.0303
H -1.1310 -1.7697 0.9056
C 2.2733 -0.9360 2.4910
C 3.9215 3.2586 1.6496
N -3.9619 1.1143 0.5627
V 0.1248 0.2233 -0.2608
H 0.1495 -5.1193 -1.4040
C 3.2571 4.4327 1.9780
H 4.9295 3.2975 1.2592
O 1.6982 -0.5633 -0.1675
H -1.1377 -1.8630 -4.2050
C 2.4541 -4.0879 1.5313
P 0.1098 0.7082 -2.7965
H -3.4850 -1.4811 0.3425
H 0.4429 4.0179 -4.5480
H 1.7724 -1.7594 3.0081
C 1.3477 3.1819 2.7246
H -4.0400 2.1224 0.4812
H 6.2524 0.1237 -2.0666
C 1.1832 -3.4976 -0.4512
C 4.2996 -1.1869 0.3655
P 1.1495 0.4944 2.7146
H -2.2115 0.8789 -3.2818
C 6.9590 -0.8799 -0.3070
O -1.8822 3.2368 0.4710
C 0.5272 0.4567 4.3560
H 8.0014 -0.7608 -0.5720
H 1.0983 2.8547 -2.4161
C 2.0120 1.9937 2.3836
H 1.5264 1.3129 7.4758
C -0.7140 -0.1145 4.6542
C 5.2902 -1.6861 1.2204
H 0.8918 -6.7972 0.2424
H -1.2577 0.5418 -4.7041
H -0.6414 2.9742 -2.6242
C 1.9719 4.3971 2.5134
H -1.8666 -1.6324 -2.6125
O -0.0231 0.2420 1.6896
H 7.3954 -1.9151 1.5249
H 1.4147 2.5979 -4.8897
H 3.1125 -3.8237 2.3517
O 0.0006 2.2639 -0.1072
H 3.2130 -0.7388 3.0152
P 2.6223 -1.4734 0.7956
C 0.7745 -4.8170 -0.5736
C -2.8714 0.5012 0.1974
C -1.4176 0.2331 -3.6670
N -1.4128 -1.3558 0.0126
H 2.3941 0.6291 -3.4357
H 1.4736 5.3166 2.7896
H 0.9163 -2.7778 -1.2170
H 1.3092 0.1854 -4.7312
H -0.3383 2.5658 -5.1431
N -2.7267 -0.8331 0.1614
H 3.8691 -0.1490 -1.4835
H 1.0159 -2.1341 -3.6359
C 4.6368 -0.5345 -0.8251
C 2.0428 -5.4047 1.3944
C 1.8734 -1.4830 -3.4699
C -1.8201 -1.2397 -3.6313
H 5.0392 -2.1979 2.1434
C 5.9733 -0.3812 -1.1517
N -1.7309 1.0880 -0.2396
C 0.9080 0.9126 6.6842
C 1.2028 -5.7662 0.3487
C 0.4567 2.9304 -4.4941
C -1.1376 -0.1624 5.9709
C 6.6213 -1.5302 0.8752
H -2.0977 -0.5944 6.2177
H -2.8102 -1.3620 -4.0676
C 1.5393 -0.0087 -3.6781
*
```

Atom charges from the Mulliken analysis, given in e for atoms 1 to 2:
1. H 0.48
2. H 0.56